The following is a DFT calculation (wB97M-V/def2-TZVPD) of a structure of composition C31H32F4N7SY at a distorted geometry.

Each line ends with the Löwdin charge.
Cartesian coordinates (Å):
H (4.65778, 1.28499, 1.37495)  0.101
C (-2.68535, 1.54740, 2.33070)  -0.274
H (2.61008, 3.88187, 0.34590)  0.117
F (1.53152, -1.67414, 1.21913)  0.011
C (4.39052, 1.04001, 0.35418)  -0.087
C (1.24100, -2.94119, 1.63870)  -0.150
H (2.48615, 4.47949, -2.08062)  0.118
H (4.07038, 0.21410, -4.40022)  0.106
H (-1.00469, 3.00665, -4.31981)  0.072
C (-3.80359, -0.53399, -1.95566)  -0.905
H (-1.66287, 2.86923, 0.96822)  0.049
C (2.07988, -0.36157, -3.89247)  -0.090
H (-3.52145, 1.41593, 1.64716)  0.059
C (-1.47735, 2.07474, -4.02949)  -0.003
C (-0.11641, -3.20106, 1.84288)  -0.193
C (0.63427, -5.43340, 2.44064)  -0.220
N (-0.95261, -2.15263, 1.59656)  -0.145
H (-2.80133, 0.07026, -3.65615)  0.139
C (1.13298, -0.52764, -2.84607)  -0.177
N (-4.52316, -1.37480, -2.72641)  0.100
C (-0.11986, 2.36158, -1.82325)  -0.231
C (-1.41161, -2.18859, -1.66554)  -0.362
H (-3.72739, -0.56559, 2.32725)  0.070
H (0.06525, 1.10010, 2.61959)  0.083
H (0.69948, 3.47055, -3.46633)  0.108
H (-0.18280, -0.56489, 3.08395)  0.100
C (3.33329, 0.08479, -3.61494)  -0.055
S (-4.00534, -0.38089, -0.31329)  0.731
C (4.98349, 0.90033, -1.96952)  -0.045
C (3.69362, 0.38586, -2.27499)  -0.178
H (2.44755, 0.42064, 0.88440)  0.081
C (-1.99699, 2.85275, 2.00207)  -0.077
H (6.31484, 1.61103, -0.47075)  0.097
H (0.07347, 0.80251, 5.07651)  0.082
N (-1.88341, -2.86557, -2.47912)  -0.019
H (-1.14386, 3.07075, 2.64826)  0.066
C (-2.71334, -0.80642, 2.64542)  -0.212
C (-1.21857, 1.70778, -2.60568)  -0.253
H (-3.01627, -2.45706, 1.28214)  0.074
N (-2.90902, 0.21261, -2.66381)  -0.022
C (1.83938, 3.48468, -0.29927)  -0.032
H (-2.71099, 3.66844, 2.13106)  0.084
H (-2.75303, -0.83605, 3.74001)  0.110
Y (-0.55853, -0.62230, -0.12079)  1.425
C (1.96623, -5.13546, 2.24641)  0.054
C (0.76047, 3.24282, -2.41369)  0.010
C (2.25154, -3.84739, 1.82922)  -0.222
C (-2.32107, -2.18422, 2.08169)  -0.229
H (-2.46513, -2.92257, 2.86918)  0.110
N (-1.90155, 0.83739, -1.97006)  0.020
C (-0.86905, 0.87793, 4.53087)  -0.074
N (-1.84906, 0.32750, 2.22453)  -0.212
H (-3.11232, 1.59323, 3.34166)  0.118
F (-1.65336, -4.94266, 2.41256)  0.076
F (0.27722, -6.67123, 2.82067)  0.087
C (5.32902, 1.22054, -0.69067)  -0.091
C (2.74327, 0.18489, -1.24483)  -0.195
H (-5.10265, -2.00503, -2.19398)  0.096
H (5.69125, 1.03683, -2.77994)  0.107
C (-0.64756, 0.41782, 3.09624)  -0.250
N (-0.03259, 2.01272, -0.53542)  0.046
H (1.80345, -0.60551, -4.91250)  0.097
H (0.96262, 2.27721, 1.24170)  0.096
C (1.40146, -0.27549, -1.51624)  -0.195
H (-4.02665, -1.81530, -3.48967)  0.090
H (-1.59377, 0.25780, 5.05949)  0.071
H (-2.55065, 2.17616, -4.20032)  0.094
H (-1.20315, 1.91316, 4.59958)  0.066
C (-0.38447, -4.51530, 2.24496)  -0.141
C (3.14962, 0.54720, 0.07281)  -0.087
C (1.76746, 3.80503, -1.63373)  -0.025
H (0.14467, -0.87024, -3.14422)  0.047
H (2.74084, -5.87102, 2.40287)  0.131
F (3.51762, -3.46062, 1.61296)  0.093
H (-1.09487, 1.28795, -4.68932)  0.104
C (0.91605, 2.57461, 0.20168)  -0.143

Results
HOMO-LUMO gap = 6.43 eV
net charge = 0

---

The following is a DFT calculation (wB97M-V/def2-TZVPD) of a structure of composition C31H32F6N2O4S6Sc.

Each line ends with the Löwdin charge.
Cartesian coordinates (Å):
H (0.35936, -2.76576, 0.25790)  0.062
C (5.06755, -1.19748, -0.75921)  -0.540
H (-2.00433, -1.98583, 5.72691)  0.098
C (-3.86837, -1.89819, 4.66567)  -0.110
C (1.58531, -2.84669, -3.21043)  -0.089
C (-2.28434, -1.89726, 2.33610)  -0.170
C (-5.17456, 1.38008, -2.98498)  -0.147
S (3.20766, -1.88965, 1.21700)  0.870
C (-5.45953, 2.44455, -2.13032)  -0.131
C (-0.48823, -2.06030, -4.09779)  -0.062
F (2.49824, 4.88833, -3.91190)  0.093
H (3.13977, 2.94525, -0.39109)  0.032
H (-5.53436, -1.77877, 3.32003)  0.098
O (1.28052, 2.12469, -1.72730)  -0.598
N (-1.64992, 0.85581, -2.17527)  0.025
H (5.51082, -2.49263, 0.89402)  0.068
O (-0.42204, 2.31154, 1.02708)  -0.548
O (1.88413, 1.90292, -4.12794)  -0.443
C (-4.50377, 3.06088, -1.34443)  -0.053
H (0.43989, -2.59464, 2.00805)  0.047
H (-6.47997, 2.81081, -2.08366)  0.092
H (-1.28515, -2.12270, -4.83077)  0.086
H (5.45689, 1.11483, 0.38600)  0.060
H (4.73489, -2.02311, -1.39289)  0.063
C (1.53381, -1.86369, -2.22785)  -0.144
H (4.21933, 3.13128, 0.98168)  0.086
C (3.42387, 0.62262, 2.53330)  -0.503
H (-0.63237, -1.96241, 3.71137)  0.103
S (-3.16700, -0.44048, -3.78072)  1.121
C (0.48866, -0.94168, -2.13016)  -0.133
H (4.47501, 0.72822, 2.26629)  0.054
C (-3.12814, 2.68943, -1.37461)  -0.384
C (2.41512, 4.09742, -2.82659)  -0.712
H (-0.60296, -3.82772, 1.30305)  0.097
H (5.36109, 2.20442, -0.98586)  0.073
C (-3.85815, 0.92876, -2.95787)  -0.474
H (2.41861, -3.54099, -3.23978)  0.095
C (-2.21506, -2.16214, -0.16981)  -0.037
H (-0.40135, -0.17731, 1.98584)  0.065
S (2.44260, 1.55842, 1.32713)  0.910
S (1.16978, 2.72020, -3.14818)  0.865
H (2.33620, -1.82424, -1.50124)  0.015
C (-0.51938, -1.08633, -3.09821)  -0.287
C (-1.60972, 1.83316, 3.26555)  -0.691
C (-4.45671, -1.83626, 3.41254)  -0.084
C (3.71726, 2.39540, 0.34839)  -0.516
S (-1.83700, 2.05064, 1.39879)  1.019
H (0.61414, -3.70092, -4.92999)  0.095
H (-4.47729, -1.89489, 5.56095)  0.093
F (3.64593, 3.61742, -2.56474)  0.095
F (-0.46055, 1.26993, 3.66311)  0.100
F (2.04723, 4.86849, -1.78623)  0.100
C (-3.67274, -1.83365, 2.26537)  -0.030
C (-0.22887, -2.80955, 1.17360)  -0.037
F (-2.63394, 1.12761, 3.76800)  0.114
C (0.57433, -2.94470, -4.15557)  -0.095
C (-1.70915, -1.94471, 3.60736)  -0.047
H (3.60964, -1.27022, 3.51307)  0.077
H (5.34560, -0.81716, 1.35908)  0.053
C (-2.48426, -1.94956, 4.75631)  -0.094
H (-1.27428, 3.09150, -0.99699)  -0.012
H (-2.72523, -3.12012, -0.04021)  0.096
H (-4.77082, 3.90361, -0.71861)  0.095
C (4.92575, -1.58899, 0.71485)  -0.522
C (-1.65837, -0.18145, -2.97783)  -0.538
F (-1.65894, 3.07564, 3.79364)  0.092
C (3.04003, -0.84301, 2.68434)  -0.531
H (3.29999, 1.10189, 3.50643)  0.077
Sc (0.07568, 0.77987, -0.71323)  0.970
C (4.77080, 1.54570, -0.34395)  -0.512
H (-4.16110, -1.76645, 1.30208)  0.107
S (4.08807, 0.20726, -1.35139)  0.890
C (-2.87577, 1.51899, -2.16463)  -0.243
H (1.98212, -0.92399, 2.94753)  0.055
H (-2.95864, -1.40105, -0.40772)  0.082
N (-2.20725, 3.34157, -0.67952)  -0.019
H (-1.54148, -2.25128, -1.01940)  0.071
H (6.12481, -1.03876, -0.98412)  0.074
O (-2.07046, 0.55433, 0.97466)  -0.398
C (-0.81957, -0.40405, 0.99715)  -0.188
H (-5.93070, 0.91471, -3.60062)  0.084
C (-1.40868, -1.81745, 1.08337)  -0.495

Results
HOMO-LUMO gap = 5.73 eV
net charge = -1